Density functional theory data (ωB97M-V with the def2-TZVPD basis set) for a structure of composition C46H46Cl2F2N6O3TeV.

Structure (XYZ):
```
107
Properties=species:S:1:pos:R:3:forces:R:3:mulliken_charge:R:1
V -0.018852 0.139952 -0.389450 -0.3 0.2 0.0 0.1199
C -2.666217 -1.291034 -1.493736 0.0 0.1 0.0 -1.6288
C -2.020812 -0.056585 -0.897352 0.2 -0.1 0.0 1.1915
O -1.840067 -0.037115 0.412286 -0.1 0.1 0.1 -0.8142
C -1.702128 2.523289 -1.363894 -0.1 -0.1 0.0 0.9270
C -1.014359 2.937900 -0.097024 0.1 0.1 0.1 -0.1000
C -1.338409 4.232197 0.586149 0.0 0.0 0.0 -2.1017
N -0.134240 2.130951 0.348825 0.0 -0.2 -0.3 1.4075
N 0.524943 2.427525 1.534546 0.1 0.0 0.1 -1.2360
C 0.957837 1.298795 2.052880 -0.1 0.1 -0.2 -0.2329
O 0.798934 0.140615 1.549770 0.1 -0.1 0.1 -0.3601
C 1.688933 1.384684 3.353533 0.0 0.0 0.0 0.6794
C 1.935626 2.605325 3.978894 0.0 0.0 0.0 -0.1200
C 2.631605 2.647860 5.177161 0.0 0.0 0.0 -0.7899
C 3.083095 1.469890 5.765475 0.0 0.0 0.0 -0.4221
C 2.838294 0.253265 5.143717 0.0 0.0 0.0 -0.9148
C 2.146216 0.209532 3.940312 0.0 0.0 0.0 -0.0832
H -1.936600 -1.991219 -1.912236 0.0 0.0 0.0 0.1988
H -3.367414 -1.022847 -2.287445 0.0 0.0 0.0 0.3217
H -3.195919 -1.805410 -0.690978 0.0 0.0 0.0 0.4644
H -1.168142 3.040215 -2.176979 0.0 0.0 0.0 0.4317
H -1.864230 4.904401 -0.091086 0.0 0.0 0.0 0.4991
H -0.424269 4.691593 0.960314 0.0 0.0 0.0 0.4547
H -1.975929 4.039974 1.453356 0.0 0.0 0.0 0.3057
H 1.572955 3.508007 3.504949 0.0 0.0 0.0 0.4852
H 2.823401 3.600675 5.657664 0.0 0.0 0.0 0.3745
H 3.626269 1.503144 6.702962 0.0 0.0 0.0 0.3602
H 3.197719 -0.667286 5.587356 0.0 0.0 0.0 0.4217
H 1.973160 -0.730275 3.428867 0.0 0.0 0.0 0.2841
F -5.024831 3.250321 -2.800797 0.0 0.0 0.0 -0.3904
C -3.718110 2.824536 -2.668069 0.1 0.0 0.0 0.4923
C -3.137206 2.951437 -1.472547 0.0 0.0 0.0 -1.2207
C -1.514626 1.023240 -1.678487 0.0 0.2 -0.1 1.7641
C -1.355064 0.717276 -3.123996 0.1 -0.1 0.1 -0.6778
C -2.148992 1.409029 -4.045043 0.0 0.0 0.0 0.5514
F -1.885527 1.173080 -5.378143 0.0 0.0 0.0 -0.4110
C -3.179201 2.312354 -3.891866 0.0 0.0 0.0 -1.2005
C -0.436683 -0.324860 -3.419316 0.0 0.1 0.0 0.1106
C -0.257747 -0.975222 -4.674474 0.0 -0.1 -0.1 -0.9976
C 0.669140 -1.972167 -4.821532 0.0 0.0 0.0 -0.5418
C 1.456673 -2.367104 -3.731827 0.0 0.0 0.0 -1.2043
C 1.226494 -1.731217 -2.534592 0.0 0.0 0.0 -0.4417
N 0.309422 -0.770822 -2.350031 0.1 0.0 0.1 1.2089
H -3.725842 3.219361 -0.603628 0.0 0.0 0.0 0.3185
H -3.644176 2.655691 -4.807635 0.0 0.0 0.0 0.3595
H -0.861399 -0.678078 -5.515293 0.0 0.0 0.0 0.5586
H 0.788802 -2.452598 -5.786938 0.0 0.0 0.0 0.3672
H 2.204680 -3.144230 -3.802194 0.0 0.0 0.0 0.5051
H 1.813268 -2.011156 -1.661430 0.0 0.0 0.0 0.2113
C 5.180964 1.194064 2.597266 0.0 0.0 -0.1 -1.7646
C 5.615778 2.266992 1.588703 0.0 -0.1 0.0 2.7637
C 6.530293 3.259369 2.325605 0.0 0.0 0.0 -2.0905
C 4.368916 3.056004 1.166561 0.0 0.0 0.0 -0.5702
C 6.409639 1.594622 0.420193 0.0 0.0 0.0 2.1938
O 7.460557 0.786451 1.002014 0.0 0.0 0.0 -0.7012
C 7.180587 2.529730 -0.548366 0.0 0.0 0.0 -1.8734
C 6.513199 3.354255 -1.660138 0.0 0.0 0.0 -0.6940
C 6.031245 4.744125 -1.320645 0.0 0.0 0.0 0.1863
C 4.756820 5.155669 -1.700859 0.0 0.0 0.0 -0.1224
C 4.299460 6.437287 -1.431675 0.0 0.0 0.0 -0.8373
C 5.136697 7.322303 -0.776083 0.0 0.0 0.0 0.3877
Cl 4.578764 8.940985 -0.427318 0.0 0.0 0.0 -0.2547
C 6.411898 6.948098 -0.391116 0.0 0.0 0.0 -0.8607
C 6.850355 5.662257 -0.670805 0.0 0.0 0.0 -0.0226
C 5.643709 0.481716 -0.338866 0.1 0.0 0.1 -2.6601
N 4.275620 0.718519 -0.729529 -0.1 0.0 0.0 1.0329
C 3.179840 0.181927 -0.179482 0.1 0.0 0.0 -0.4300
N 2.113962 0.641302 -0.801614 -0.1 0.0 0.0 0.8750
C 2.615561 1.463400 -1.752174 0.1 -0.1 0.0 -1.4367
N 3.927627 1.543292 -1.746663 -0.1 0.0 0.0 -0.7925
H 4.606769 1.668186 3.394369 0.0 0.0 0.0 0.1460
H 6.037988 0.684675 3.036957 0.0 0.0 0.0 0.3356
H 4.534191 0.437911 2.150417 0.0 0.0 0.0 0.3651
H 6.014470 3.602667 3.224288 0.0 0.0 0.0 0.5291
H 6.751461 4.138434 1.717046 0.0 0.0 0.0 0.4129
H 7.471146 2.808124 2.655522 0.0 0.0 0.0 0.3584
H 3.984813 3.573735 2.048014 0.0 0.0 0.0 0.5782
H 3.553553 2.431535 0.810357 0.0 0.0 0.0 -0.1392
H 4.589659 3.806687 0.413364 0.0 0.0 0.0 -0.6315
H 8.100784 1.382330 1.403474 0.0 0.0 0.0 0.5411
H 7.862389 1.838220 -1.049702 0.0 0.0 0.0 0.3403
H 7.818316 3.179341 0.060595 0.0 0.0 0.0 0.6043
H 5.693319 2.789065 -2.099166 0.0 0.0 0.0 0.1971
H 7.268606 3.470239 -2.444612 0.0 0.0 0.0 0.4227
H 4.097880 4.446041 -2.187123 0.0 0.0 0.0 0.3391
H 3.300661 6.739232 -1.714967 0.0 0.0 0.0 0.4335
H 7.051934 7.654465 0.120238 0.0 0.0 0.0 0.3931
H 7.851668 5.374127 -0.371026 0.0 0.0 0.0 0.4221
H 5.632108 -0.390309 0.313044 0.0 0.0 0.0 0.4780
H 6.218277 0.220359 -1.228615 0.0 0.0 0.0 0.4205
H 3.180272 -0.564993 0.608440 0.0 0.0 0.0 -0.2100
H 1.994952 1.987750 -2.460839 0.0 0.0 0.0 0.7933
Te 2.640144 -3.392800 1.091986 0.1 -0.1 0.0 -0.6113
Cl -3.196843 -7.412344 -0.218258 0.0 0.0 0.0 -0.2846
C -2.103996 -6.074329 0.098522 0.0 0.0 0.0 0.4599
C -1.249784 -5.638586 -0.903124 -0.1 0.0 0.0 -0.8650
C -0.388277 -4.589502 -0.640064 0.0 0.1 0.0 0.0418
C -0.367266 -3.951661 0.603117 0.0 0.0 0.0 0.3784
C 0.557212 -2.810015 0.861057 -0.2 0.0 0.0 0.5695
C -1.246151 -4.410093 1.578820 0.0 0.0 0.1 -0.1993
C -2.111594 -5.470124 1.339521 0.0 0.0 0.0 -0.7744
H -1.263243 -6.116443 -1.873764 0.0 0.0 0.0 0.3872
H 0.293232 -4.250530 -1.411698 0.0 0.0 0.0 0.3791
H 0.498811 -2.130051 0.004684 0.1 -0.1 0.0 -1.5996
H 0.267570 -2.245873 1.741340 -0.1 0.0 0.0 0.3953
H -1.256419 -3.920969 2.545675 0.0 0.0 0.0 0.4057
H -2.792430 -5.817097 2.105810 0.0 0.0 0.0 0.3742
```
Positions in Å, forces in eV/Å.

Its energy relative to the best compared isomer or geometry (same formula, charge and spin) is 0.0000 eV. As for the molar mass: 1018.4 Da. The HOMO energy (alpha / beta) is -1.043 / -0.816 eV. The spin multiplicity is 2. The calculation puts the lowest unoccupied orbital energy (alpha / beta) at 3.437 / 3.437 eV. The largest force on an atom is 0.4 eV/Å. The net charge is -2. The electronic energy is -4666.9822 a.u.